Record 1
# C13H22N6OZn

C13H22N6OZn as an isolated structure (the ωB97M-V functional and the def2-TZVPD basis, the OMol25 dataset).

Atoms and positions in Å:
Zn  0.06561  -0.18102  -0.03385
O  -1.36750  0.95803  0.85951
N  -2.64255  2.38745  2.04346
N  2.17017  0.22838  -0.00738
N  0.54612  -1.07089  1.87124
N  -3.58236  0.52394  1.06441
N  -0.39948  0.86797  -1.89764
N  -0.47151  -1.79773  -1.22002
C  -1.87470  -2.02861  -4.63673
C  -0.46814  -3.06900  -0.86958
C  -1.38650  0.26340  -4.08499
C  2.01180  -1.26347  1.92515
C  -2.50006  1.27682  1.30486
C  -0.92505  -1.45643  -2.46293
C  2.68843  -0.03020  1.35829
C  -3.51969  -0.68934  0.26973
C  -1.86962  -0.70988  -4.98511
C  -1.37908  -3.78050  -2.94979
C  -0.92173  -0.09371  -2.85057
C  -1.40078  -2.43133  -3.36574
C  -0.91070  -4.10227  -1.70565
H  -4.47197  0.81044  1.43691
H  -1.10840  1.55652  -1.65899
H  -3.18711  -0.47715  -0.74775
H  2.63012  -0.38837  -0.67318
H  -1.37961  1.30571  -4.38026
H  -2.23771  -2.78146  -5.32388
H  0.36954  1.38212  -2.31824
H  -0.87592  -5.12359  -1.35667
H  -1.73326  -4.54974  -3.62449
H  2.25821  -2.13823  1.31945
H  -2.23023  -0.39814  -5.95512
H  -2.85063  -1.42146  0.72375
H  -3.52850  2.68689  2.41210
H  -4.51491  -1.12119  0.22109
H  3.77092  -0.15651  1.36349
H  2.41079  1.17244  -0.29334
H  2.45614  0.84231  1.97099
H  -0.09737  -3.30114  0.12190
H  0.06546  -1.93691  2.09274
H  2.36602  -1.45473  2.93831
H  -1.83426  2.95991  2.21058
H  0.25155  -0.40583  2.58239

Properties
- lowest unoccupied orbital energy (eV) = -6.1
- net charge = +2
- calculated total energy (hartree) = -2691.3227
- frontier orbital gap (eV) = 8.841
- HOMO (eV) = -14.95
- energy relative to the best compared isomer or geometry (same formula, charge and spin) (kcal/mol) = 0.0

Which charges does Mulliken predict for the atoms? In e, they are: 0.502 -0.662 -0.422 -0.392 -0.389 -0.157 -0.317 -0.292 -0.950 0.005 -0.601 -0.484 0.562 0.251 -0.634 -0.634 -0.700 -0.576 0.753 0.667 -0.935 0.207 0.383 0.190 0.303 0.494 0.440 0.330 0.457 0.462 0.325 0.425 0.169 0.179 0.384 0.399 0.278 0.370 0.384 0.256 0.418 0.244 0.308

---

Record 2
# C13H22O2

A 2-piece molecular cluster, C13H22O2 overall (the ωB97M-V functional and the def2-TZVPD basis, the OMol25 dataset).

Atoms and positions in Å:
O  -2.10819  0.94979  -0.27656
O  1.96109  -0.26178  1.34785
C  -0.91058  0.47741  1.46579
C  -1.57127  -1.41414  -0.19812
C  -0.42505  -2.28972  0.47736
C  -1.86789  2.13055  0.39967
C  -2.33543  3.41793  -0.25737
C  -1.53319  -0.01098  0.41580
C  -1.20166  1.84312  1.51303
C  2.53361  0.17539  -0.94226
C  -1.50117  -1.42936  -1.76730
C  -2.95898  -2.08491  0.15563
C  4.03834  1.13269  0.87704
C  2.71496  -0.65807  -1.94936
C  3.05201  -0.00426  0.53188
H  -2.35538  4.24071  0.42365
H  1.37018  0.49287  1.11985
H  -2.29892  -0.71638  -1.90075
H  4.49745  0.83714  1.81970
H  -3.65804  -1.50405  -0.35543
H  -1.59013  3.43842  -1.03064
H  0.63308  -1.78596  0.38659
H  -0.64316  -2.35425  1.59851
H  3.58061  -0.92281  0.34705
H  -0.91077  2.49164  2.19288
H  2.02146  1.15602  -1.12877
H  4.70297  1.41142  0.02290
H  -3.22451  -2.09029  1.23211
H  -3.27625  3.21687  -0.71610
H  -2.92047  -3.09840  -0.07570
H  3.46210  2.02348  1.06135
H  3.34636  -1.53472  -1.91012
H  2.24901  -0.37843  -2.93801
H  -0.42229  -0.19757  2.24227
H  -1.57794  -2.46072  -2.01508
H  -0.53964  -0.92107  -2.16941
H  -0.33232  -3.31761  0.00007

Properties
- lowest unoccupied orbital energy (eV) = 0.8
- calculated total energy (hartree) = -658.9076
- frontier orbital gap (eV) = 9.033
- SMILES string = Cc1ccc(C(C)(C)C)o1.C=C[C@@H](C)O
- HOMO (eV) = -8.23
- energy relative to the best compared isomer or geometry (same formula, charge and spin) (kcal/mol) = 52.8

Which charges does Mulliken predict for the atoms? In e, they are: -0.405 -0.449 -0.363 1.735 -1.120 0.204 -1.302 0.218 -0.847 -0.018 -1.402 -1.899 -1.415 -0.811 0.129 0.352 0.260 0.443 0.338 0.483 0.301 0.105 0.325 0.433 0.726 0.232 0.341 0.333 0.336 0.509 0.381 0.278 0.234 0.375 0.479 0.107 0.375

---

Record 3
# C13H22O3

One molecule with the formula C13H22O3 (the ωB97M-V functional and the def2-TZVPD basis, the OMol25 dataset).

Atoms and positions in Å:
O  -0.82744  1.72528  -2.34317
O  -0.29310  -2.29729  0.40943
O  1.05293  2.65040  -1.30918
C  -1.09560  -2.27426  1.55522
C  -2.67016  -1.97655  1.48173
C  1.36756  0.83224  0.42025
C  0.09612  -1.25568  1.23154
C  -0.71721  -3.43779  2.51160
C  1.90891  0.53572  -2.05793
C  -3.00282  -1.50667  0.09176
C  -0.23819  2.57160  -1.64748
C  1.88696  1.48631  -0.90399
C  2.03897  -0.81977  -1.93451
C  -1.24727  3.69283  -1.21611
C  0.04423  0.07192  0.36905
C  3.29505  2.00939  -0.55050
H  0.29959  -3.83867  2.29296
H  -0.69842  0.70057  0.84488
H  0.77122  -1.29100  2.04168
H  -2.37749  -1.99252  -0.59557
H  2.05602  -1.49156  -2.71502
H  4.11991  1.29842  -0.57542
H  -2.99782  -1.19160  2.03916
H  1.92278  0.94032  -3.00863
H  -0.29870  -0.27457  -0.62686
H  3.33548  2.55835  0.39278
H  2.04386  0.11886  0.81887
H  -2.75640  -0.43633  -0.01683
H  -4.00601  -1.81640  -0.13236
H  -2.12605  3.34307  -1.65412
H  -1.46440  -4.17657  2.34133
H  -3.15204  -2.90434  1.79272
H  2.12859  -1.26483  -0.83770
H  -0.75434  -3.03723  3.52941
H  -1.44730  3.80911  -0.18271
H  1.36198  1.57125  1.19131
H  -1.04947  4.62908  -1.70963
H  3.49006  2.73889  -1.33795

Properties
- lowest unoccupied orbital energy (eV) = 0.8
- calculated total energy (hartree) = -734.1162
- frontier orbital gap (eV) = 9.903
- SMILES string = C=C[C@](C)(CC[C@@H]1O[C@]1(C)CC)OC(C)=O
- HOMO (eV) = -9.06
- energy relative to the best compared isomer or geometry (same formula, charge and spin) (kcal/mol) = 87.8

Which charges does Mulliken predict for the atoms? In e, they are: -0.543 -0.526 -0.413 0.937 -0.581 -2.261 -0.506 -1.662 -0.471 -1.211 0.758 1.889 -0.878 -1.300 -0.363 -1.749 0.343 0.522 0.454 0.376 0.431 0.332 0.355 0.486 0.402 0.386 0.697 0.200 0.425 0.434 0.509 0.407 0.042 0.293 0.323 0.645 0.345 0.471

---

Record 4
# C13H23Br10Cl9

A 8-piece molecular cluster, C13H23Br10Cl9 overall (the ωB97M-V functional and the def2-TZVPD basis, the OMol25 dataset).

Atoms and positions in Å:
Br  0.10634  0.09321  1.42420
Br  2.17462  3.05675  2.44007
Br  0.32415  -0.55036  -3.19566
Br  -1.67707  -0.43370  6.46928
Br  0.29786  4.93449  0.08397
Br  -3.51219  4.40684  2.62826
Br  -0.88123  2.38457  4.36251
Br  2.84833  -5.37505  -5.76580
Br  1.72207  -3.93948  -1.49941
Br  5.35383  2.16717  -0.96223
Cl  -2.58300  0.79842  -7.08918
Cl  -0.15567  -3.10507  2.85475
Cl  -3.64807  -1.22006  -0.70520
Cl  -1.06076  -3.88813  0.19672
Cl  -3.48034  1.42290  0.78580
Cl  -6.12231  0.20693  0.18535
Cl  -2.79502  -1.86427  -5.89989
Cl  -3.42024  0.47053  -4.22461
Cl  -1.37841  -5.70770  2.50366
C  -1.23047  4.04774  0.91138
C  -2.46415  -0.12577  -5.61094
C  -4.42659  0.44007  -0.41215
C  2.30399  -3.87184  -3.41619
C  2.36932  -5.30892  -3.83092
C  0.34112  0.96847  4.92335
C  3.41989  3.28692  0.94465
C  -0.34285  -4.49151  1.72231
C  0.61116  -0.73585  -1.23684
C  -0.09457  0.38947  -0.51634
C  3.97518  1.93324  0.41024
C  -1.68332  4.98415  2.06960
C  -0.40645  -0.39389  4.92801
H  -1.75352  5.99249  1.66164
H  0.28337  1.39123  -0.72064
H  -1.00630  4.87848  2.91729
H  1.14851  0.94810  4.19135
H  4.27985  3.86408  1.28445
H  -1.98552  3.87505  0.14445
H  3.04591  -5.93782  -3.25230
H  -4.51384  0.94177  -1.37588
H  0.17071  -1.31610  4.99514
H  3.16890  1.33621  -0.01587
H  0.61233  -4.95437  1.47435
H  1.40762  -5.79648  -3.67116
H  0.86658  1.21041  5.84718
H  -1.41579  -0.18094  -5.31768
H  1.65146  -0.61799  -0.93357
H  1.68897  -3.25906  -4.07524
H  -0.97063  -0.64892  4.03093
H  4.38186  1.22703  1.13410
H  -0.91724  3.04331  1.19615
H  3.29247  -3.41314  -3.44063
H  0.30927  -1.73220  -0.91394
H  2.92766  3.79725  0.11679
H  -1.15777  0.37129  -0.75589

Properties
- lowest unoccupied orbital energy (eV) = 0.0
- calculated total energy (hartree) = -30390.9697
- frontier orbital gap (eV) = 9.998
- SMILES string = ClC(Cl)Cl.ClC(Cl)Cl.ClC(Cl)Cl.BrCCBr.BrCCBr.BrCCBr.BrCCBr.BrCCBr
- HOMO (eV) = -9.98
- energy relative to the best compared isomer or geometry (same formula, charge and spin) (kcal/mol) = 27.1

Which charges does Mulliken predict for the atoms? In e, they are: 0.020 -0.077 -0.181 -0.164 -0.196 -0.190 0.011 -0.190 -0.137 -0.147 -0.115 -0.064 -0.072 -0.089 0.040 -0.127 -0.136 -0.060 -0.120 -0.099 0.465 -0.040 -0.537 -0.705 -0.574 -0.399 -0.085 -0.250 -0.529 -0.316 -0.752 -0.606 0.498 0.445 0.369 0.211 0.372 0.516 0.409 0.178 0.424 -0.076 0.304 0.406 0.455 -0.219 0.514 0.410 0.198 0.405 -0.170 0.371 -0.078 0.263 0.212

---

Record 5
# C13H23BrFO9PS

A 2-piece molecular cluster, C13H23BrFO9PS overall (the ωB97M-V functional and the def2-TZVPD basis, the OMol25 dataset).

Atoms and positions in Å:
Br  -1.47406  0.55345  -0.03279
S  1.92244  5.09404  -1.55719
P  -1.91495  -2.24401  2.24419
F  0.48311  -0.20311  2.02178
O  -2.69883  -3.62587  2.39417
O  1.18347  -2.21219  1.26969
O  2.03893  2.68278  3.14083
O  -0.99553  -1.97722  3.35247
O  -3.13406  -1.24490  2.11459
O  0.40256  -4.27132  0.99285
O  -3.15184  -3.07379  -2.36431
O  1.93530  2.10556  0.96325
O  1.73359  3.74805  -2.15549
C  0.21401  -3.10794  0.97998
C  2.73256  6.10799  -2.80053
C  3.34244  4.98948  -0.46052
C  -3.14665  -2.58485  -1.00706
C  -1.91856  -3.24576  -0.37088
C  -0.42321  -1.10839  -0.03223
C  0.05677  -1.35876  -1.46763
C  2.66776  0.88069  1.12711
C  2.01379  -0.17344  0.25034
C  -4.47893  -2.90794  -0.33646
C  -1.07282  -2.38233  0.58299
C  1.48106  2.68716  2.08224
C  0.84002  -0.91256  0.89282
H  3.06981  4.35426  0.37791
H  2.74881  0.60133  2.17213
H  -1.30243  -3.59232  -1.19563
H  0.02840  -0.43903  -2.04489
H  -5.19205  -2.10449  -0.53107
H  4.18238  4.54911  -0.99803
H  -4.41621  -3.01390  0.74109
H  2.78655  -0.90051  -0.00718
H  -4.90020  -3.82811  -0.74324
H  3.00392  7.06908  -2.36390
H  -3.04382  -1.50406  -1.06533
H  -4.06239  -3.06140  -2.67794
H  -2.88823  -0.40544  2.53094
H  3.68012  1.04233  0.75523
H  3.59577  5.98678  -0.10081
H  1.07985  -1.73340  -1.47048
H  0.52289  3.19228  1.92168
H  3.61673  5.58947  -3.17088
H  -0.55837  -2.07787  -1.99510
H  1.71906  0.31180  -0.67675
H  -2.24568  -4.15551  0.12870
H  2.02630  6.26122  -3.61345
H  -2.08959  -4.35643  2.20280

Properties
- lowest unoccupied orbital energy (eV) = 0.4
- calculated total energy (hartree) = -4599.8220
- frontier orbital gap (eV) = 9.521
- HOMO (eV) = -9.13

Which charges does Mulliken predict for the atoms? In e, they are: 0.012 0.497 0.857 -0.361 -0.602 -0.402 -0.520 -0.757 -0.512 -0.573 -0.537 -0.182 -0.586 -0.248 -0.974 -0.730 0.531 -1.313 -0.313 -1.815 -0.988 -1.205 -1.526 1.599 0.144 1.848 0.061 0.430 0.604 0.549 0.387 0.287 0.353 0.349 0.429 0.364 0.007 0.382 0.382 0.468 0.415 0.333 0.428 0.305 0.459 0.404 0.504 0.333 0.424

---

Record 6
# C13H23Cl3NO4P2Ti

C13H23Cl3NO4P2Ti as an isolated structure (the ωB97M-V functional and the def2-TZVPD basis, the OMol25 dataset).

Atoms and positions in Å:
Ti  -0.45578  -0.37435  0.64703
Cl  -2.95759  -1.09758  3.20687
Cl  -0.19751  -1.85968  3.94761
Cl  -2.40323  -3.69637  4.42560
P  -2.33789  0.92384  -0.24660
P  1.92688  -0.84812  1.03886
O  2.92515  2.80826  -0.37607
O  0.95298  3.07747  1.35761
O  -1.18606  -2.07187  1.02223
O  -1.68340  -4.18209  1.62868
N  0.19815  -0.34764  -1.36778
C  2.23640  -2.63042  1.25902
C  -0.33360  -0.12397  -3.67791
C  1.00725  -0.27118  -4.02273
C  -2.14404  0.18083  -1.93838
C  -1.55034  -3.01037  1.88324
C  -1.79850  -2.46999  3.34698
C  2.93914  0.00140  2.26354
C  -2.26773  2.70042  -0.60338
C  -4.08101  0.62744  0.11509
C  1.55524  -0.38956  -1.66030
C  2.48050  -0.42638  -0.58829
C  -0.70489  -0.08947  -2.33914
C  1.95073  -0.36602  -3.01901
H  1.85672  -2.98018  2.22935
H  -1.27779  2.94551  -1.00894
H  3.31610  -2.81238  1.17651
H  1.30441  -0.31857  -5.07074
H  -3.04916  2.96773  -1.32735
H  3.72667  3.27299  -0.66817
H  -2.74244  -0.74430  -1.92894
H  1.67145  3.10958  0.67324
H  -2.62883  0.89128  -2.62386
H  2.72921  1.07533  2.18966
H  -1.11351  -0.03293  -4.42662
H  -4.23850  -0.45495  0.21402
H  2.66370  -0.34840  3.26751
H  0.14273  3.38135  0.92306
H  3.00949  -0.43586  -3.23327
H  3.05536  1.86767  -0.60906
H  -0.26681  0.95409  1.49630
H  -4.72570  1.02606  -0.68589
H  -2.40844  3.25623  0.33457
H  3.99480  -0.21216  2.06249
H  1.70896  -3.17976  0.46804
H  3.54099  -0.38992  -0.82871
H  -4.34029  1.09699  1.07404

Properties
- multiplicity = 3
- lowest unoccupied orbital energy (spin up / spin down) (eV) = -3.5 / -5.6
- net charge = +1
- calculated total energy (hartree) = -3777.4244
- frontier orbital gap (spin up / spin down) (eV) = 7.423 / 6.443
- <S²> = 2.038
- HOMO (spin up / spin down) (eV) = -10.89 / -12.05
- energy relative to the best compared isomer or geometry (same formula, charge and spin) (kcal/mol) = 14.6

Which charges does Mulliken predict for the atoms? In e, they are: -0.370 -0.129 -0.122 -0.066 1.324 1.181 -0.632 -0.594 -0.586 -0.510 0.436 -1.291 -0.846 -0.451 -1.214 0.154 0.483 -1.115 -1.361 -1.334 1.385 -1.722 0.531 -1.023 0.328 0.381 0.442 0.439 0.429 0.278 0.418 0.375 0.529 0.291 0.523 0.395 0.340 0.244 0.486 0.321 0.187 0.405 0.378 0.429 0.350 0.527 0.376

---

calculated total energy of number 4 (C13H23Br10Cl9)?
-30390.9697 hartree